#a
C13H22N4O4S2 | ωB97M-V with the def2-TZVPD basis set

Geometry as XYZ:
```
45
C13H22N4O4S2 ωB97M-V with the def2-TZVPD basis set
N -3.27267 1.42253 -3.05569
C -3.62401 0.81146 -2.14228
O -4.08857 0.17468 -1.11366
O -2.98863 0.04757 -0.16410
S -2.52706 -1.58145 0.01444
O -1.22275 -1.41973 0.57794
O -2.41935 -1.79785 -1.59380
S -2.25541 -3.42486 -2.05295
H -3.21836 -3.94420 -1.26963
C -6.89649 2.91296 -1.38078
C -7.06087 2.07333 -2.64162
C -8.06299 2.67619 -3.63212
C -9.40105 2.79230 -3.05087
N -10.44355 2.89051 -2.58326
H -7.83377 2.98365 -0.82717
H -6.15353 2.46967 -0.71698
H -6.56686 3.92491 -1.62305
H -7.38418 1.06545 -2.37237
H -6.09806 1.97934 -3.14639
H -8.13708 2.05897 -4.52833
H -7.73893 3.67179 -3.94091
C 2.64529 -3.07202 2.42386
C 3.47386 -2.65315 1.21759
C 2.61700 -2.37093 -0.02296
C 1.85852 -3.54620 -0.45066
N 1.25586 -4.46208 -0.78732
H 2.10784 -4.00235 2.23283
H 3.29167 -3.22869 3.28686
H 1.91295 -2.30488 2.68389
H 4.20361 -3.43047 0.98437
H 4.03676 -1.75443 1.46047
H 3.24144 -2.05421 -0.85994
H 1.90297 -1.57015 0.18224
C 6.66238 2.14850 3.19548
C 7.75653 1.48995 2.36508
C 7.22904 0.35137 1.48363
C 6.62788 -0.71855 2.28012
N 6.15050 -1.54339 2.91840
H 6.21061 1.43776 3.88870
H 7.06881 2.97125 3.78295
H 5.87221 2.54996 2.55799
H 8.53650 1.10114 3.02196
H 8.22617 2.23103 1.71640
H 8.03431 -0.08273 0.88958
H 6.47144 0.72606 0.79204
```

Atomic partial charges in e from the Mulliken method, atoms 1 to 2: atom 1 (N): -0.436, atom 2 (C): 0.688

#b
C13H22N4O4S2 | ωB97M-V with the def2-TZVPD basis set

Geometry as XYZ:
```
45
Properties=species:S:1:pos:R:3
C -2.93334 -4.09959 0.09439
S -1.30251 -4.67100 0.65346
C -0.42693 -3.07154 0.65110
C 0.08318 -2.71978 -0.74227
C 0.32478 -1.21604 -0.91716
N 1.28254 -0.68435 0.01670
C 2.27303 0.16013 -0.39709
O 2.50423 0.38388 -1.55918
O 2.91678 0.63965 0.66950
C 4.04728 1.53710 0.50535
C 4.48617 1.84112 1.93771
C 3.60395 2.81527 -0.20448
C 5.16697 0.83861 -0.26404
C -0.96962 -0.47575 -0.84025
N -2.14615 -0.90795 -1.14681
N -3.01537 0.10624 -0.94659
C -2.31439 1.11726 -0.52024
S -2.85217 2.69326 -0.09300
C -4.60560 2.57894 -0.58919
C -5.47089 1.89238 0.47089
N -5.46095 0.55167 0.38526
O -6.11447 2.51990 1.27773
O -1.00343 0.81567 -0.42565
H -2.81374 -3.40710 -0.73368
H -3.48603 -4.97736 -0.22201
H -3.44614 -3.61692 0.92231
H -1.13434 -2.32855 1.01923
H 0.39100 -3.17647 1.36198
H -0.65496 -3.01714 -1.48824
H 1.00862 -3.25957 -0.94091
H 0.75917 -1.02857 -1.91137
H 1.09518 -0.73755 1.00483
H 4.76343 0.92158 2.44623
H 3.67264 2.30809 2.48646
H 5.33914 2.51269 1.92857
H 2.77353 3.27169 0.33026
H 3.28796 2.59146 -1.21959
H 4.43049 3.51915 -0.23919
H 5.43955 -0.09025 0.23257
H 4.84459 0.61468 -1.27709
H 6.03878 1.48515 -0.30597
H -4.64522 2.05776 -1.54338
H -4.92966 3.61344 -0.69424
H -5.98762 0.02602 1.06372
H -4.81942 0.07268 -0.23667
```

Output
SMILES   CSCC[C@H](NC(=O)OC(C)(C)C)c1nnc(SCC(N)=O)o1

Atomic partial charges in e from the Mulliken method, atoms 1 to 2: atom 1 (C): -0.772, atom 2 (S): -0.084

Most stable: #b (next structure +7.718 eV)

#a
H23O12 | ωB97M-V with the def2-TZVPD basis set

Geometry as XYZ:
```
35
Properties=species:S:1:pos:R:3
O 0.41283 -0.04123 -0.66263
H 0.18383 0.07977 0.26537
O -0.45717 0.95077 1.77737
H 0.38783 0.47177 2.02037
H -1.21117 0.66777 2.28537
O 0.99183 -2.47023 -1.53563
H 1.50283 -2.15623 -2.30563
H 0.88083 -1.58023 -1.15863
O -0.56617 0.26877 -3.02663
H -0.34317 -0.52723 -3.57663
H -0.15817 0.11177 -2.15763
O -1.54417 -1.88523 -0.42663
H -0.82117 -1.25723 -0.60063
H -2.26917 -1.51023 0.10037
O -1.15317 3.42977 1.55737
H -1.43717 3.65077 0.67937
H -0.94517 2.50077 1.48437
O 2.54183 0.62877 -2.08863
H 2.85683 1.42377 -1.69963
H 1.73883 0.38977 -1.59363
O 0.24683 2.60077 -0.70463
H 0.24683 1.62777 -0.73063
H -0.63917 2.89777 -0.74063
O 0.33083 -2.51523 1.48437
H -0.31717 -2.47123 0.81237
H 1.10583 -2.55723 0.91537
O -1.34617 -1.06223 3.37537
H -1.00317 -1.21423 4.28637
H -0.80317 -1.38723 2.67237
O -2.24117 1.17077 -0.53063
H -2.35717 1.02477 0.42037
H -1.37617 1.03077 -0.74863
O 2.60683 -0.90523 0.46037
H 1.83283 -0.56523 0.00737
H 3.12183 -0.82123 -0.31663
```

Output
Total charge   -1

Atomic partial charges in e from the Mulliken method, atoms 1 to 2: atom 1 (O): -0.519, atom 2 (H): 0.082

#b
H23O12 | ωB97M-V with the def2-TZVPD basis set

Geometry as XYZ:
```
35
Properties=species:S:1:pos:R:3
O -0.82019 -0.46139 -2.78344
H -1.49756 0.26912 -1.93878
H -1.54439 -0.97346 -3.19697
O 0.60120 3.28356 0.90396
H 0.20532 2.38942 0.47401
H -0.16561 3.91773 0.83139
O 2.55502 -3.12988 2.91229
H 2.59105 -2.59163 2.13583
O -2.42140 -2.09556 1.61435
H -2.20553 -1.11766 1.51862
H -3.18531 -2.13765 1.03542
O -1.48099 3.15530 -3.21325
H -1.27389 3.49940 -2.50480
H -2.25643 1.44740 -0.06918
O 1.49254 -0.95482 -3.96371
H 0.55042 -0.80543 -3.44162
H 1.73246 -3.56669 3.14077
O 0.85276 -0.49147 2.33577
H 1.35452 -1.26840 2.02227
H 1.45044 -0.19575 3.08682
O -2.49532 1.68288 0.91709
H -3.29763 2.06197 0.74316
H 1.84085 -0.15263 -4.02331
O 2.13699 1.47241 3.36076
H 2.95716 1.11179 3.06905
H 1.69296 1.95506 2.62685
O 0.87849 -2.73981 1.10671
H 1.04782 -2.89346 0.11282
H -0.00466 -2.46637 1.33239
O 2.10434 -0.42671 -1.26080
H 2.53493 -1.08973 -0.93846
H 1.33964 -0.57751 -1.86316
O -2.39378 1.05555 -1.58287
H -1.56747 2.08829 -3.00994
H -3.30877 0.74612 -1.49004
```

Output
Total charge   -1

Atomic partial charges in e from the Mulliken method, atoms 1 to 2: atom 1 (O): -0.840, atom 2 (H): 0.449

Most stable: #a (next structure +2.996 eV)

#a
CH6N4 | ωB97M-V with the def2-TZVPD basis set

Geometry as XYZ:
```
11
Properties=species:S:1:pos:R:3
H -0.96998 -0.32678 -1.60730
N -1.23071 0.32491 -0.88773
C -0.34652 0.46699 0.01643
N -0.48602 1.44634 0.94985
N 0.80726 -0.30106 0.21940
N 1.03036 -1.48543 -0.53164
H 0.05695 1.65707 1.82204
H -1.54725 1.75614 1.09852
H 1.45430 -0.26068 1.00196
H 0.16067 -2.00078 -0.53049
H 1.07095 -1.27672 -1.55105
```

Output
SMILES   [H]/N=C(/N)NN

Atomic partial charges in e from the Mulliken method, atoms 1 to 2: atom 1 (H): 0.231, atom 2 (N): -0.714

#b
CH6N4 | ωB97M-V with the def2-TZVPD basis set

Geometry as XYZ:
```
11
Properties=species:S:1:pos:R:3
H 0.63673 1.70028 0.05222
N -0.34832 1.55277 -0.04289
C -0.54197 0.31379 0.04337
N -1.82317 -0.41212 0.06331
N 0.54824 -0.68355 -0.17154
N 1.93732 -0.17983 0.04240
H -1.90785 -1.47582 0.23625
H -2.73798 0.10095 -0.47163
H 0.35511 -1.71315 0.04498
H 2.15403 0.35671 -0.71516
H 1.72786 0.43998 0.91869
```

Output
SMILES   [H]/N=C(/N)NN

Atomic partial charges in e from the Mulliken method, atoms 1 to 2: atom 1 (H): 0.281, atom 2 (N): -0.653

Most stable: #a (next structure +1.251 eV)

#a
CHN3O3 | ωB97M-V with the def2-TZVPD basis set

Geometry as XYZ:
```
8
Properties=species:S:1:pos:R:3
O 0.87184 1.73353 -0.16059
C -0.04625 0.93422 -0.02395
N -1.51990 1.05116 -0.05609
N -1.93179 -0.10257 -0.02854
O -0.92270 -1.13577 -0.29719
N 0.20389 -0.41626 0.34863
O 1.56785 -0.68926 -0.22042
H 1.77705 -1.37506 0.43815
```

Output
SMILES   O=c1nnon1O

Atomic partial charges in e from the Mulliken method, atoms 1 to 2: atom 1 (O): -0.427, atom 2 (C): 0.515

#b
CHN3O3 | ωB97M-V with the def2-TZVPD basis set

Geometry as XYZ:
```
8
CHN3O3 ωB97M-V with the def2-TZVPD basis set
C -0.38229 0.46630 -1.08222
N 0.70246 -0.71168 2.29507
N 0.42473 1.55561 -1.15161
N -0.14444 -0.36075 -0.04063
O 0.01119 -1.58569 2.09419
O 1.33737 1.67497 -0.35966
O -0.80858 -1.35107 0.25634
H -1.14044 0.31233 -2.01148
```

Atomic partial charges in e from the Mulliken method, atoms 1 to 2: atom 1 (C): 0.057, atom 2 (N): 0.360

Most stable: #a (next structure +2.592 eV)

#a
C5H7O3 | ωB97M-V with the def2-TZVPD basis set

Geometry as XYZ:
```
15
Properties=species:S:1:pos:R:3
O -2.03982 0.67062 1.93432
C -0.87141 0.99014 1.64365
O -0.01225 1.54394 2.35452
C -0.43335 0.39552 0.33246
C 0.93867 0.16388 -0.06413
C 1.20075 -0.39450 -1.32166
C 0.55008 0.17737 -2.44911
O 0.37260 -0.29538 -3.56380
H -1.31881 -1.92697 1.88217
H -1.16258 -0.24808 -0.14604
H 0.37945 1.27669 -0.18448
H 1.62015 0.05013 0.77936
H -1.09056 -2.25533 2.52158
H 1.67787 -1.35447 -1.46390
H 0.18921 1.20643 -2.25493
```

Output
Total charge   -1

Atomic partial charges in e from the Mulliken method, atoms 1 to 2: atom 1 (O): -0.669, atom 2 (C): 0.312

#b
C5H7O3 | ωB97M-V with the def2-TZVPD basis set

Geometry as XYZ:
```
15
Properties=species:S:1:pos:R:3
C -1.62864 -0.76879 0.50959
C -0.20873 -0.92494 0.13964
O 0.23657 -1.00940 -1.18403
C 0.69316 0.11689 -0.40029
C 0.01709 1.44780 -0.72008
C 2.10207 0.00250 0.30472
O 2.38007 0.89026 1.08904
O 2.68264 -1.06783 0.03712
H -2.34246 -0.33697 -0.23360
H -1.75545 -0.07287 1.45407
H -2.01308 -1.70937 0.90581
H 0.37063 -1.54531 0.73534
H 0.76676 2.19722 -0.91939
H -0.84168 1.74765 0.00528
H -0.45894 1.03316 -1.72322
```

Output
Total charge   -1
SMILES   C[C@H]1O[C@]1(C)C(=O)[O-]

Atomic partial charges in e from the Mulliken method, atoms 1 to 2: atom 1 (C): -1.357, atom 2 (C): -0.318

#c
C5H7O3 | ωB97M-V with the def2-TZVPD basis set

Geometry as XYZ:
```
15
Properties=species:S:1:pos:R:3
O -0.49439 3.20958 -0.38246
C -0.10926 2.06072 -0.29848
C -1.04690 0.88009 -0.39452
C -1.10133 -0.01088 0.86441
C 0.17144 -0.86620 1.12700
C 0.75673 -1.67959 -0.07082
O 0.84887 -2.91363 0.06345
O 1.16759 -0.95510 -1.01610
H 0.96346 1.89354 -0.13897
H -2.05587 1.28128 -0.54239
H -0.71070 0.31962 -1.26240
H -1.40794 0.49962 1.77845
H -1.93685 -0.70046 0.67241
H 0.97996 -0.23702 1.50007
H -0.14960 -1.54669 1.92837
```

Output
Total charge   -1
SMILES   O=CCCCC(=O)[O-]

Atomic partial charges in e from the Mulliken method, atoms 1 to 2: atom 1 (O): -0.549, atom 2 (C): -0.059

Most stable: #c (next structure +1.630 eV)